*w*
DFT (ωB97M-V/def2-TZVPD) results for a 7-piece molecular cluster, C5H25N2O7 overall.

- E_HOMO: -0.4530 Eh
- Orbital gap: 0.3541 Ha
- LUMO energy: -2.7 eV
- Net charge: +1

Geometry as XYZ:
```
39
Properties=species:S:1:pos:R:3:nbo_charge:R:1
N -0.46 0.81 1.36 -0.758
C 0.90 1.41 0.84 -0.274
C 1.45 0.74 -0.39 -0.256
N 1.27 -0.81 -0.13 -0.467
C 2.63 -1.21 0.31 -0.443
C 0.77 -1.61 -1.25 -0.358
C 0.68 -3.05 -0.84 0.454
O -0.35 -3.30 -0.21 -0.566
H -0.29 -0.37 1.53 0.519
H -1.12 0.99 0.63 0.456
H -0.74 1.12 2.34 0.432
H 0.98 2.53 0.75 0.249
H 1.61 1.52 1.69 0.253
H 1.01 0.95 -1.34 0.226
H 2.48 0.96 -0.69 0.242
H 2.48 -2.02 1.01 0.199
H 3.34 -0.65 0.77 0.224
H 3.10 -1.80 -0.57 0.185
H 1.17 -1.65 -2.29 0.205
H -0.40 -1.35 -1.33 0.249
H 1.59 -3.95 -1.21 0.156
H -2.00 -2.18 2.56 0.491
H -1.09 -2.28 1.31 0.507
O -1.42 -1.78 2.01 -0.967
H 1.79 1.04 4.60 0.486
H 0.38 1.81 4.44 0.468
O 1.39 1.88 4.21 -0.948
H 1.15 2.36 -3.40 0.477
H 2.57 2.92 -3.39 0.472
O 1.96 2.43 -3.09 -0.945
H -1.19 4.10 -1.54 0.492
H -2.08 4.10 -0.25 0.463
O -1.77 3.51 -0.85 -0.952
H -2.73 -1.58 -2.68 0.485
H -3.45 -2.39 -1.44 0.501
O -3.09 -1.51 -1.83 -0.978
H -3.32 0.29 -0.62 0.513
H -2.73 1.60 0.10 0.475
O -2.55 0.79 -0.45 -0.964
```

*x*
DFT (ωB97M-V/def2-TZVPD) results for a 7-piece molecular cluster, C5H25N2O7 overall.

- E_HOMO: -0.4505 Eh
- Orbital gap: 0.3605 Ha
- LUMO energy: -2.4 eV
- Net charge: +1

Geometry as XYZ:
```
39
Properties=species:S:1:pos:R:3:nbo_charge:R:1
N -0.31 -2.28 0.65 -0.676
C -0.11 -2.35 -0.87 -0.214
C -0.28 -1.00 -1.53 -0.255
N 0.86 -0.14 -1.29 -0.637
C 2.50 1.40 -2.15 -0.613
C 1.01 0.99 -2.17 -0.160
C 0.16 2.24 -1.99 0.470
O -0.60 2.42 -1.06 -0.598
H 0.56 -2.00 1.08 0.448
H -0.61 -3.16 1.03 0.436
H -0.97 -1.53 0.89 0.466
H -0.83 -3.09 -1.17 0.237
H 0.94 -2.62 -0.98 0.226
H -1.24 -0.55 -1.27 0.209
H -0.41 -1.20 -2.60 0.221
H 0.85 0.15 -0.32 0.384
H 2.99 0.63 -2.76 0.229
H 2.79 2.34 -2.58 0.225
H 2.95 1.24 -1.18 0.232
H 0.76 0.65 -3.19 0.217
H 0.32 3.05 -2.71 0.139
H 1.74 2.89 2.27 0.497
H 0.84 1.70 1.73 0.509
O 1.74 1.97 1.97 -0.989
H -3.18 -2.62 -2.12 0.484
H -3.77 -1.62 -1.04 0.497
O -3.15 -2.35 -1.20 -0.974
H -0.45 -1.56 4.03 0.496
H 0.93 -1.05 3.27 0.519
O -0.04 -1.27 3.21 -1.049
H -0.87 0.10 2.31 0.518
H -1.32 1.00 1.05 0.507
O -0.60 0.49 1.45 -1.031
H 3.12 -0.55 3.34 0.495
H 2.24 0.44 2.57 0.518
O 2.36 -0.52 2.75 -0.985
H -3.37 1.64 0.19 0.487
H -2.07 1.45 -0.62 0.498
O -2.81 0.96 -0.21 -0.982
```

The least stable of them is *w*.